The molecule C8H7Cl3O6 in a non-equilibrium geometry, computed with ωB97M-V with the def2-TZVPD basis set.

Summary:
- energy relative to the best compared isomer or geometry (same formula, charge and spin) (eV) = 0.214
- charge = 0
- HOMO (eV) = -10.81
- DFT total energy (Eh) = -2141.01094
- SMILES = O=C1O[C@H]2[C@@H]3O[C@@H](C(Cl)(Cl)Cl)O[C@@H]3O[C@@H]2[C@H]1O

Each line ends with the natural charge from an NBO analysis.
Geometry (Å):
O 3.843 -0.435 -1.958  -0.5505
C 2.792 -0.219 -1.367  0.7523
O 1.768 -1.095 -1.229  -0.4523
C 0.750 -0.312 -0.623  0.0437
C -0.312 -0.829 0.305  0.0326
O -1.475 -1.270 -0.399  -0.5033
C -2.534 -0.303 -0.177  0.3054
C -3.610 -0.904 0.758  -0.0890
Cl -4.481 0.507 1.494  0.0350
Cl -4.789 -1.954 -0.224  0.0011
Cl -2.907 -1.948 2.022  0.0357
O -1.891 0.853 0.389  -0.4981
C -0.681 0.474 0.989  0.3478
O 0.368 1.429 0.650  -0.5037
C 1.488 0.655 0.246  0.0557
C 2.600 1.139 -0.686  -0.0241
O 3.740 1.628 0.067  -0.6932
H 0.263 0.226 -1.432  0.1957
H 0.085 -1.607 0.970  0.2185
H -2.993 0.033 -1.083  0.2100
H -0.739 0.342 2.079  0.1804
H 1.955 0.163 1.122  0.1938
H 2.226 1.870 -1.430  0.2150
H 4.535 1.554 -0.482  0.4915